{"formula": "C4H5N3O", "method": "the ωB97M-V functional and the def2-TZVPD basis", "elements": ["O", "N", "N", "N", "C", "C", "C", "C", "H", "H", "H", "H", "H"], "xyz": [[-0.795, 1.677, 0.043], [2.096, -0.503, -0.225], [0.048, -0.446, 0.353], [-1.175, -1.063, -0.087], [-2.419, -0.477, -0.174], [1.586, 0.814, -0.197], [1.149, -1.255, 0.206], [0.206, 0.815, 0.038], [2.146, 1.630, -0.678], [-2.717, 0.612, -0.288], [0.936, -2.310, 0.438], [-0.490, 2.526, 1.079], [-3.426, -1.164, -0.414]], "homo_ev": -8.589, "homo_lumo_gap_ha": 0.2814, "total_charge": 0, "e_lumo_ev": -0.9, "relative_energy_kcal_mol": 160.9, "energy_ev": -10740.6360, "spin_multiplicity": 1}